[1]
{"formula": "C12H14N2", "method": "the ωB97M-V functional and the def2-TZVPD basis", "homo_ev": -7.41, "relative_energy_kcal_mol": 92.71, "orbital_gap_ev": 8.30, "symbols": ["C", "C", "C", "C", "C", "C", "C", "C", "C", "C", "C", "C", "H", "H", "H", "H", "H", "H", "H", "H", "H", "H", "H", "H", "H", "H", "N", "N"], "positions_angstrom": [[-0.421, 2.928, -0.044], [0.945, 0.716, -0.185], [2.543, 1.118, -0.138], [3.286, -0.086, 0.577], [1.655, -1.756, -0.090], [0.588, -0.595, -0.083], [-0.776, -0.758, -0.106], [-1.707, -1.870, -0.203], [-3.024, -1.607, 0.029], [-3.460, -0.228, 0.260], [-2.595, 0.854, 0.079], [-1.218, 0.555, -0.006], [0.434, 3.442, -0.095], [-1.203, 3.393, 0.703], [-0.852, 3.248, -1.001], [2.804, 2.178, 0.222], [2.867, 1.156, -1.276], [4.433, -0.082, 0.768], [2.560, -0.174, 1.726], [3.714, -1.978, -0.336], [1.446, -2.547, 0.700], [1.336, -2.473, -0.891], [-1.363, -2.943, -0.031], [-3.689, -2.517, 0.082], [-4.561, -0.069, 0.450], [-2.981, 1.831, 0.157], [-0.177, 1.530, -0.093], [3.056, -1.259, -0.153]], "lowdin_charge": [-0.045, -0.127, -0.095, -0.274, -0.142, -0.163, -0.143, -0.039, -0.116, -0.083, -0.019, -0.168, 0.032, 0.137, 0.094, 0.104, 0.127, 0.132, 0.184, 0.099, 0.117, 0.112, 0.127, 0.111, 0.105, 0.081, -0.037, -0.111]}

[2]
{"formula": "C2H3O2Se", "method": "the ωB97M-V functional and the def2-TZVPD basis", "total_charge": -1, "homo_ev": -3.00, "relative_energy_kcal_mol": 3.72, "orbital_gap_ev": 6.88, "symbols": ["C", "C", "O", "O", "Se", "H", "H", "H"], "positions_angstrom": [[-0.767, -0.363, 0.145], [0.720, -0.204, 0.312], [-1.253, -0.012, -1.026], [-1.505, -0.888, 0.973], [0.981, 1.857, 0.160], [1.501, -0.494, -0.377], [0.902, -0.484, 1.338], [-0.579, 0.588, -1.525]], "lowdin_charge": [-0.730, -0.522, -0.001, 0.017, 0.108, 0.012, 0.029, 0.086]}

[3]
{"formula": "C4H10N3O", "method": "the ωB97M-V functional and the def2-TZVPD basis", "total_charge": 1, "smiles": "CN1[NH2+]C=C[C@]1(N)O", "homo_ev": -14.04, "relative_energy_kcal_mol": 67.57, "orbital_gap_ev": 10.83, "symbols": ["C", "C", "C", "C", "N", "N", "N", "O", "H", "H", "H", "H", "H", "H", "H", "H", "H", "H"], "positions_angstrom": [[0.362, -1.799, 0.066], [0.075, -1.595, 1.330], [0.417, -0.534, -0.746], [-0.368, 1.751, 0.028], [-0.487, 0.340, 0.229], [-0.217, -0.697, -1.966], [-0.333, -0.224, 1.533], [1.729, -0.084, -0.722], [0.863, -2.688, -0.258], [-0.059, -2.352, 2.088], [-1.241, 2.155, 0.283], [0.427, 2.252, 0.637], [-0.048, 1.978, -1.059], [-0.853, -1.542, -2.088], [-0.659, 0.191, -2.165], [-1.193, -0.277, 2.055], [0.374, 0.375, 1.930], [1.922, 0.307, -1.689]], "lowdin_charge": [0.052, -0.001, -0.608, -0.040, -0.096, 0.135, 0.113, 0.037, 0.141, 0.142, 0.043, 0.113, 0.140, 0.154, 0.091, 0.196, 0.187, 0.200]}

[4]
{"formula": "C15H30AlFNO5", "method": "the ωB97M-V functional and the def2-TZVPD basis", "total_charge": -1, "homo_ev": -5.00, "orbital_gap_ev": 7.79, "symbols": ["C", "C", "Al", "C", "C", "C", "C", "N", "O", "C", "C", "C", "O", "C", "F", "C", "C", "C", "C", "O", "C", "O", "O", "H", "H", "H", "H", "H", "H", "H", "H", "H", "H", "H", "H", "H", "H", "H", "H", "H", "H", "H", "H", "H", "H", "H", "H", "H", "H", "H", "H", "H", "H"], "positions_angstrom": [[3.697, -2.710, 1.167], [3.377, -2.107, -0.230], [1.612, -1.205, -0.304], [1.570, 0.744, 0.226], [2.927, 1.378, 0.552], [2.855, 2.820, 1.109], [3.764, 3.817, 0.402], [5.191, 3.713, 0.772], [0.304, -1.998, 0.645], [-0.868, -1.613, -0.018], [-2.066, -2.472, 0.414], [-1.951, -2.834, 1.883], [-3.181, -3.467, 2.281], [-0.631, -1.521, -1.572], [-1.161, -2.699, -2.186], [-1.327, -0.334, -2.236], [-2.851, -0.459, -2.412], [-3.584, 0.868, -2.194], [-3.784, 1.141, -0.716], [-4.522, 2.385, -0.596], [-5.028, 2.654, 0.600], [-4.629, 2.235, 1.645], [0.701, -1.493, -1.830], [3.677, -3.805, 1.125], [4.698, -2.437, 1.513], [2.965, -2.431, 1.931], [4.208, -1.479, -0.571], [3.319, -2.930, -0.953], [1.097, 1.352, -0.561], [0.924, 0.845, 1.112], [3.447, 0.755, 1.291], [3.568, 1.383, -0.339], [3.075, 2.838, 2.184], [1.822, 3.175, 1.008], [3.669, 3.705, -0.682], [3.434, 4.836, 0.639], [5.257, 3.248, 1.670], [5.674, 3.121, 0.107], [-1.112, -0.581, 0.312], [-2.994, -1.908, 0.285], [-2.123, -3.391, -0.173], [-1.792, -1.922, 2.472], [-1.101, -3.502, 2.033], [-3.187, -3.535, 3.240], [-0.831, -0.134, -3.189], [-1.129, 0.531, -1.592], [-3.090, -0.875, -3.391], [-3.214, -1.168, -1.664], [-4.576, 0.847, -2.658], [-3.035, 1.705, -2.637], [-4.359, 0.341, -0.243], [-2.829, 1.234, -0.193], [-5.877, 3.343, 0.521]], "lowdin_charge": [-0.194, -0.254, 0.215, -0.198, -0.301, -0.230, -0.311, -0.019, -0.128, -0.333, -0.121, -0.254, -0.091, -0.520, -0.010, -0.097, -0.174, -0.180, -0.169, -0.027, -0.385, 0.080, -0.050, 0.052, 0.048, 0.045, 0.034, 0.042, 0.055, 0.061, 0.094, 0.095, 0.101, 0.099, 0.106, 0.089, 0.052, 0.050, 0.132, 0.102, 0.122, 0.122, 0.115, 0.068, 0.125, 0.106, 0.111, 0.094, 0.112, 0.119, 0.132, 0.127, 0.137]}

[5]
{"formula": "C15H35FNbO11", "method": "the ωB97M-V functional and the def2-TZVPD basis", "total_charge": -1, "homo_ev": -4.66, "relative_energy_kcal_mol": 7.12, "orbital_gap_ev": 6.81, "symbols": ["C", "C", "F", "Nb", "C", "O", "O", "H", "H", "H", "H", "H", "H", "H", "H", "H", "H", "H", "C", "C", "O", "C", "O", "O", "C", "H", "H", "H", "H", "H", "H", "H", "H", "C", "C", "O", "C", "O", "O", "C", "H", "H", "H", "H", "H", "H", "H", "H", "C", "C", "O", "C", "O", "O", "C", "H", "H", "H", "H", "H", "H", "H", "H"], "positions_angstrom": [[-0.269, -0.853, -4.000], [-0.848, 0.513, -3.712], [-0.086, 1.486, -4.409], [-3.067, 0.578, -4.289], [-5.333, 0.665, -4.029], [-6.018, -0.174, -4.969], [-5.761, -1.536, -4.622], [-0.739, -1.561, -3.317], [0.816, -0.862, -3.857], [-0.504, -1.192, -5.013], [-0.703, 0.710, -2.649], [-2.879, 2.059, -5.369], [-3.028, -0.415, -5.841], [-3.087, -0.915, -3.174], [-3.193, 1.778, -2.877], [-5.633, 0.342, -3.024], [-5.740, 1.668, -4.166], [-6.451, -1.693, -3.963], [-3.458, -0.133, 2.650], [-3.137, -1.289, 1.728], [-2.091, -0.955, 0.806], [-0.854, -0.982, 1.287], [-0.521, -1.312, 2.400], [-0.039, -0.580, 0.316], [1.335, -0.471, 0.686], [-3.692, 0.759, 2.068], [-4.318, -0.382, 3.273], [-2.613, 0.095, 3.299], [-3.988, -1.529, 1.095], [-2.859, -2.183, 2.285], [1.697, -1.400, 1.121], [1.472, 0.347, 1.393], [1.878, -0.256, -0.229], [-0.309, 6.810, 2.218], [0.395, 5.565, 2.712], [-0.318, 4.371, 2.370], [-0.178, 3.972, 1.093], [0.517, 4.515, 0.271], [-0.916, 2.892, 0.918], [-0.933, 2.357, -0.424], [-1.335, 6.834, 2.585], [0.212, 7.700, 2.575], [-0.332, 6.835, 1.131], [0.443, 5.554, 3.799], [1.412, 5.505, 2.324], [0.078, 2.186, -0.785], [-1.462, 3.033, -1.091], [-1.467, 1.416, -0.375], [3.651, -3.668, 3.738], [5.157, -3.538, 3.754], [5.784, -4.438, 2.820], [5.739, -4.046, 1.547], [5.275, -3.013, 1.136], [6.308, -4.992, 0.799], [6.284, -4.722, -0.608], [3.356, -4.702, 3.918], [3.210, -3.039, 4.511], [3.244, -3.361, 2.777], [5.562, -3.821, 4.723], [5.472, -2.518, 3.539], [6.714, -3.747, -0.821], [5.265, -4.762, -0.985], [6.882, -5.504, -1.065]], "lowdin_charge": [-0.189, -0.570, -0.170, 1.094, -0.440, -0.296, -0.110, 0.037, 0.060, 0.043, 0.031, -0.173, -0.152, -0.109, -0.120, 0.019, 0.038, 0.081, -0.062, -0.208, 0.034, -0.613, 0.114, -0.011, -0.028, 0.083, 0.076, 0.075, 0.124, 0.120, 0.086, 0.099, 0.097, -0.069, -0.226, 0.024, -0.615, 0.122, 0.010, -0.030, 0.079, 0.076, 0.076, 0.118, 0.120, 0.094, 0.093, 0.073, -0.060, -0.210, 0.034, -0.614, 0.122, 0.002, -0.037, 0.082, 0.083, 0.070, 0.120, 0.122, 0.095, 0.100, 0.091]}

[6]
{"formula": "C4H12NS", "method": "the ωB97M-V functional and the def2-TZVPD basis", "spin_multiplicity": 2, "s_squared": 0.76, "homo_ev": [-8.91, -9.20], "relative_energy_kcal_mol": 51.45, "orbital_gap_ev": [9.76, 8.12], "symbols": ["C", "C", "C", "C", "S", "N", "H", "H", "H", "H", "H", "H", "H", "H", "H", "H", "H", "H"], "positions_angstrom": [[2.444, 0.993, -0.466], [1.552, 1.323, -1.615], [1.860, 2.155, -2.660], [-1.168, -0.578, -0.173], [-0.354, -0.702, 1.421], [-3.102, -2.114, 2.501], [2.590, -0.082, -0.384], [2.071, 1.288, 0.519], [3.451, 1.344, -0.406], [0.630, 0.691, -1.590], [0.980, 2.355, -3.291], [2.883, 2.464, -2.858], [-1.699, 0.359, -0.086], [-1.761, -1.514, -0.306], [-0.953, -1.498, 2.283], [-2.879, -1.194, 2.148], [-4.091, -2.411, 2.576], [-2.454, -2.879, 2.389]], "lowdin_charge": [-0.148, -0.232, -0.009, -0.380, 0.650, -0.013, 0.066, 0.062, 0.057, 0.069, 0.048, 0.051, -0.014, 0.003, -0.207, -0.032, 0.031, -0.002]}